Entry 1:
This record from OMol25 describes the ion C4H9NO2 with charge -2 in a non-equilibrium geometry. The level of theory is ωB97M-V/def2-TZVPD.

Summary:
- charge = -2
- multiplicity = 1
- largest force on an atom (eV/A) = 2.3
- energy relative to the best compared isomer or geometry (same formula, charge and spin) (kcal per mole) = 13.6
- frontier orbital gap (eV) = 6.42
- molar mass (g mol⁻¹) = 103.12
- calculated total energy (eV) = -9874.762

Cartesian coordinates (Å):
N (0.128, 1.765, -1.221)
C (-0.066, 0.462, -0.606)
C (1.179, -0.586, -0.918)
O (2.034, -0.154, -1.855)
C (-0.577, 0.438, 0.811)
C (-1.274, -0.900, 1.280)
O (-1.484, -0.997, 2.613)
H (0.658, 2.401, -0.625)
H (0.734, 1.704, -2.034)
H (-0.831, -0.018, -1.257)
H (1.611, -0.861, 0.076)
H (0.532, -1.461, -1.210)
H (-1.206, 1.336, 0.985)
H (0.182, 0.645, 1.607)
H (-2.178, -0.844, 0.614)
H (-0.664, -1.758, 0.944)

Atom charges from the Löwdin analysis, given in e for atoms 1 to 8: -0.022 -0.434 -0.502 -0.409 -0.228 -0.560 -0.437 0.036

***

Entry 2:
This record from OMol25 describes a cluster of 2 separate species, C4H9NO2 in total. The level of theory is ωB97M-V/def2-TZVPD.

Summary:
- charge = 0
- multiplicity = 1
- largest force on an atom (eV/A) = 0.4
- energy relative to the best compared isomer or geometry (same formula, charge and spin) (kcal per mole) = 53.5
- frontier orbital gap (eV) = 10.56
- molar mass (g mol⁻¹) = 103.12
- calculated total energy (eV) = -9877.739

Cartesian coordinates (Å):
C (-2.198, 0.531, 0.534)
C (-2.301, -0.927, 0.559)
O (-1.690, -0.270, -0.544)
H (-1.424, 1.028, 1.116)
H (-3.068, 1.127, 0.265)
H (-1.624, -1.497, 1.193)
H (-3.246, -1.412, 0.327)
C (2.228, -0.584, -1.047)
N (1.170, 0.104, -0.341)
C (1.392, 1.149, 0.482)
O (0.540, 1.770, 1.098)
H (2.299, -1.634, -0.742)
H (2.078, -0.541, -2.132)
H (3.183, -0.099, -0.819)
H (0.194, -0.155, -0.507)
H (2.466, 1.410, 0.560)

Atom charges from the Löwdin analysis, given in e for atoms 1 to 8: -0.131 -0.150 -0.125 0.080 0.112 0.111 0.107 -0.089

***

Entry 3:
This record from OMol25 describes an isolated molecule of C4H9NO2. The level of theory is ωB97M-V/def2-TZVPD.

Summary:
- charge = 0
- multiplicity = 1
- largest force on an atom (eV/A) = 0.4
- energy relative to the best compared isomer or geometry (same formula, charge and spin) (kcal per mole) = 12.1
- frontier orbital gap (eV) = 10.77
- molar mass (g mol⁻¹) = 103.12
- calculated total energy (eV) = -9879.534

Cartesian coordinates (Å):
C (-1.721, 0.951, 0.712)
C (-1.840, -0.324, -0.120)
N (-0.630, -0.588, -0.895)
C (0.565, -0.580, -0.231)
O (0.714, -0.852, 0.943)
O (1.569, -0.203, -1.053)
C (2.807, 0.005, -0.379)
H (-2.632, 1.142, 1.286)
H (-0.891, 0.846, 1.415)
H (-1.528, 1.816, 0.067)
H (-2.047, -1.185, 0.522)
H (-2.663, -0.250, -0.838)
H (-0.594, -0.185, -1.820)
H (3.508, 0.337, -1.144)
H (2.693, 0.773, 0.393)
H (3.153, -0.918, 0.093)

Atom charges from the Löwdin analysis, given in e for atoms 1 to 8: -0.089 -0.233 0.064 -0.597 0.084 -0.039 -0.057 0.073

***

Entry 4:
This record from OMol25 describes an isolated molecule of C4H9NO2. The level of theory is ωB97M-V/def2-TZVPD.

Summary:
- charge = 0
- multiplicity = 1
- largest force on an atom (eV/A) = 0.6
- energy relative to the best compared isomer or geometry (same formula, charge and spin) (kcal per mole) = 22.5
- frontier orbital gap (eV) = 10.72
- molar mass (g mol⁻¹) = 103.12
- calculated total energy (eV) = -9879.085

Cartesian coordinates (Å):
C (-1.219, 1.342, -0.484)
C (-0.275, 0.492, 0.371)
C (-0.786, -0.950, 0.454)
O (-0.180, -1.688, 1.491)
N (1.105, 0.552, -0.135)
C (1.878, -0.460, -0.608)
O (1.529, -1.597, -0.886)
H (-0.817, 2.342, -0.668)
H (-2.181, 1.475, 0.023)
H (-1.398, 0.864, -1.454)
H (-0.240, 0.894, 1.393)
H (-1.876, -0.924, 0.611)
H (-0.600, -1.435, -0.506)
H (0.530, -2.196, 1.074)
H (1.600, 1.414, 0.047)
H (2.931, -0.125, -0.722)

Atom charges from the Löwdin analysis, given in e for atoms 1 to 8: -0.058 -0.340 -0.251 -0.049 0.065 -0.334 -0.007 0.074

***

Entry 5:
This record from OMol25 describes a cluster of 2 separate species, C4H9NO2 in total in a non-equilibrium geometry. The level of theory is ωB97M-V/def2-TZVPD.

Summary:
- charge = 0
- multiplicity = 1
- largest force on an atom (eV/A) = 3.1
- energy relative to the best compared isomer or geometry (same formula, charge and spin) (kcal per mole) = 30.9
- frontier orbital gap (eV) = 10.20
- molar mass (g mol⁻¹) = 103.12
- calculated total energy (eV) = -9878.721

Cartesian coordinates (Å):
C (-0.703, -1.327, 0.755)
C (-0.962, -0.322, -0.345)
C (-1.632, 0.955, 0.114)
O (-0.791, -0.582, -1.513)
H (-1.658, -1.722, 1.099)
H (-0.110, -2.155, 0.375)
H (-0.204, -0.862, 1.602)
H (-2.644, 0.718, 0.444)
H (-1.685, 1.664, -0.708)
H (-1.103, 1.392, 0.958)
N (1.593, 0.942, -0.104)
C (2.108, -0.110, -0.788)
O (2.124, -0.171, -1.996)
H (1.377, 1.779, -0.622)
H (1.951, 0.781, 0.873)
H (2.338, -0.980, -0.146)

Atom charges from the Löwdin analysis, given in e for atoms 1 to 8: -0.036 -0.541 -0.038 0.070 0.087 0.082 0.072 0.085

***

Entry 6:
This record from OMol25 describes an isolated molecule of C4H9NO2 in a non-equilibrium geometry. The level of theory is ωB97M-V/def2-TZVPD.

Summary:
- charge = 0
- multiplicity = 1
- largest force on an atom (eV/A) = 5.8
- energy relative to the best compared isomer or geometry (same formula, charge and spin) (kcal per mole) = 42.3
- frontier orbital gap (eV) = 10.48
- molar mass (g mol⁻¹) = 103.12
- calculated total energy (eV) = -9878.224

Cartesian coordinates (Å):
N (1.071, -2.124, -1.164)
C (0.790, -1.098, -0.256)
O (0.775, -1.428, 0.918)
C (0.744, 0.303, -0.747)
C (-0.641, 0.849, -0.299)
C (-0.653, 0.764, 1.286)
O (-1.488, 1.798, 1.847)
H (1.152, -2.014, -2.116)
H (1.174, -3.005, -0.938)
H (1.452, 0.945, -0.170)
H (0.938, 0.393, -1.867)
H (-0.713, 1.935, -0.629)
H (-1.489, 0.439, -0.741)
H (-1.035, -0.297, 1.566)
H (0.315, 1.071, 1.681)
H (-2.393, 1.469, 1.628)

Atom charges from the Löwdin analysis, given in e for atoms 1 to 8: 0.191 -0.509 0.036 -0.121 -0.163 -0.250 -0.106 0.064

***

Entry 7:
This record from OMol25 describes a cluster of 3 separate species, C4H9NO2 in total in a non-equilibrium geometry. The level of theory is ωB97M-V/def2-TZVPD.

Summary:
- charge = 0
- multiplicity = 1
- largest force on an atom (eV/A) = 4.5
- energy relative to the best compared isomer or geometry (same formula, charge and spin) (kcal per mole) = 89.8
- frontier orbital gap (eV) = 10.32
- molar mass (g mol⁻¹) = 103.12
- calculated total energy (eV) = -9876.165

Cartesian coordinates (Å):
C (2.188, -0.469, 0.243)
C (0.705, -0.553, 0.143)
O (0.128, -1.453, 0.747)
C (0.039, 0.775, -0.217)
C (-1.471, 0.877, -0.442)
O (-1.937, 1.543, -1.347)
N (-2.270, 0.197, 0.440)
H (2.235, -0.041, 1.250)
H (2.696, 0.201, -0.449)
H (2.650, -1.455, 0.268)
H (0.053, -1.246, -1.362)
H (-0.614, -1.388, -0.729)
H (0.263, 1.257, 0.742)
H (0.543, 1.353, -1.000)
H (-3.258, 0.384, 0.335)
H (-1.951, 0.016, 1.379)

Atom charges from the Löwdin analysis, given in e for atoms 1 to 8: -0.008 -0.602 -0.056 -0.078 -0.554 0.054 0.163 0.107

***

Entry 8:
This record from OMol25 describes a cluster of 2 separate species, C4H9NO2 in total in a non-equilibrium geometry. The level of theory is ωB97M-V/def2-TZVPD.

Summary:
- charge = 0
- multiplicity = 1
- largest force on an atom (eV/A) = 3.1
- energy relative to the best compared isomer or geometry (same formula, charge and spin) (kcal per mole) = 195.2
- frontier orbital gap (spin up / spin down) (eV) = 7.65 / 7.65
- molar mass (g mol⁻¹) = 103.12
- calculated total energy (eV) = -9871.598

Cartesian coordinates (Å):
C (1.079, -0.287, -0.090)
C (0.646, -1.181, -1.163)
C (2.158, -0.733, 0.796)
C (-2.369, 1.437, -0.202)
N (-0.617, 0.475, 1.126)
O (-0.502, 1.537, 1.637)
O (-1.694, 0.279, 0.203)
H (0.692, -0.685, -2.118)
H (1.117, -2.219, -1.188)
H (-0.531, -1.272, -0.953)
H (2.997, -0.696, 0.076)
H (2.471, -0.032, 1.533)
H (2.293, -1.718, 1.096)
H (-2.140, 2.402, 0.317)
H (-3.389, 1.246, 0.171)
H (-2.210, 1.449, -1.243)

Atom charges from the Löwdin analysis, given in e for atoms 1 to 8: -0.110 -0.155 -0.135 -0.100 -0.096 0.021 -0.188 0.064

***

Copy entry 5 word for word.
This record from OMol25 describes a cluster of 2 separate species, C4H9NO2 in total in a non-equilibrium geometry. The level of theory is ωB97M-V/def2-TZVPD.

Summary:
- charge = 0
- multiplicity = 1
- largest force on an atom (eV/A) = 3.1
- energy relative to the best compared isomer or geometry (same formula, charge and spin) (kcal per mole) = 30.9
- frontier orbital gap (eV) = 10.20
- molar mass (g mol⁻¹) = 103.12
- calculated total energy (eV) = -9878.721

Cartesian coordinates (Å):
C (-0.703, -1.327, 0.755)
C (-0.962, -0.322, -0.345)
C (-1.632, 0.955, 0.114)
O (-0.791, -0.582, -1.513)
H (-1.658, -1.722, 1.099)
H (-0.110, -2.155, 0.375)
H (-0.204, -0.862, 1.602)
H (-2.644, 0.718, 0.444)
H (-1.685, 1.664, -0.708)
H (-1.103, 1.392, 0.958)
N (1.593, 0.942, -0.104)
C (2.108, -0.110, -0.788)
O (2.124, -0.171, -1.996)
H (1.377, 1.779, -0.622)
H (1.951, 0.781, 0.873)
H (2.338, -0.980, -0.146)

Atom charges from the Löwdin analysis, given in e for atoms 1 to 8: -0.036 -0.541 -0.038 0.070 0.087 0.082 0.072 0.085

***

- The lowest energy relative to the best compared isomer or geometry (same formula, charge and spin) belongs to which entry?
  number 3

***

- What is the largest force on an atom in the third record?
  0.4 eV/A